Formula: C3H3NO3S
Source: OMol25
Level of theory: ωB97M-V/def2-TZVPD

Properties
HOMO = -9.90 eV
molecular weight = 133.128 g/mol
frontier orbital gap = 0.34263 Eh
energy above the lowest of the compared OMol25 structures with the same formula, charge and spin = 370.0 kJ/mol
net charge = 0

Last column: Löwdin charge in e.
Element x y z (Å)
C: -0.19 -1.18 -1.14  -0.340
C: -0.19 0.60 -0.90  -0.486
C: 0.40 0.00 2.96  -0.100
H: -0.08 -1.54 0.59  -0.016
H: 1.06 0.88 3.66  0.149
H: 0.38 -1.01 3.40  0.056
N: -0.03 0.07 1.68  -0.405
O: -0.18 -2.05 -0.14  0.147
O: -0.21 -1.41 -2.39  0.068
O: -0.58 1.13 -1.92  0.030
S: 0.40 1.45 0.67  0.897

Formula: F6H6N3Na5O15S6
Source: OMol25
Level of theory: ωB97M-V/def2-TZVPD

Properties
HOMO = -10.35 eV
molecular weight = 709.394 g/mol
frontier orbital gap = 0.10999 Eh
energy above the lowest of the compared OMol25 structures with the same formula, charge and spin = 981.9 kJ/mol
net charge = +2

Last column: Löwdin charge in e.
Element x y z (Å)
Na: -0.77 0.08 4.80  0.949
Na: -2.30 -3.12 -5.42  0.971
Na: 2.33 0.57 -8.77  0.991
Na: 1.92 7.58 -0.70  0.973
Na: -5.00 3.83 -2.18  0.961
N: -4.41 -0.89 3.71  -0.297
S: -4.87 -2.05 2.64  0.561
O: -4.17 -1.99 1.35  -0.320
O: -6.22 -2.62 2.82  -0.269
F: -4.03 -3.10 3.46  -0.202
S: -5.34 0.20 3.21  0.448
O: -6.64 0.22 3.91  -0.297
O: -5.33 0.55 1.79  -0.336
F: -4.54 1.44 3.87  -0.240
N: -1.30 2.37 -2.58  -0.289
S: -0.05 2.26 -1.74  0.421
O: 0.57 3.49 -1.25  -0.324
O: 0.91 1.22 -2.00  -0.266
F: -0.83 1.69 -0.40  -0.221
S: -0.45 2.61 -4.03  0.612
O: -0.16 1.38 -4.82  -0.343
O: 0.55 3.69 -4.13  -0.294
F: -1.72 3.20 -4.84  -0.227
N: 3.28 -5.56 3.01  -0.240
S: 2.60 -4.33 2.43  0.402
O: 3.11 -3.70 1.22  -0.320
O: 1.86 -3.50 3.38  -0.340
F: 1.48 -5.28 1.79  -0.239
S: 4.76 -4.72 3.15  0.616
O: 4.97 -3.79 4.32  -0.326
O: 5.46 -4.51 1.88  -0.310
F: 5.41 -6.07 3.76  -0.231
O: 4.76 0.66 1.76  -0.050
H: 4.86 0.61 0.81  0.026
H: 5.57 1.07 2.07  0.027
O: 4.75 6.38 -3.41  -0.059
H: 5.11 5.51 -3.58  0.036
H: 5.34 6.97 -3.88  0.036
O: -3.98 -0.90 -2.81  -0.051
H: -3.31 -0.23 -2.67  0.017
H: -4.17 -1.23 -1.93  0.047

Formula: C4H9N2
Source: OMol25
Level of theory: ωB97M-V/def2-TZVPD

Properties
HOMO = -11.01 eV
molecular weight = 85.130 g/mol
frontier orbital gap = 0.17532 Eh
energy above the lowest of the compared OMol25 structures with the same formula, charge and spin = 555.5 kJ/mol
net charge = +1

Last column: Löwdin charge in e.
Element x y z (Å)
C: -2.54 -0.36 0.32  -0.289
C: 2.87 0.83 -0.78  0.045
C: 2.20 0.00 0.17  0.109
C: -1.21 -0.26 0.20  -0.057
N: -3.38 0.52 -0.22  0.084
N: 3.23 -0.57 -0.33  0.241
H: -2.96 -1.18 0.87  0.118
H: 2.42 0.69 -1.82  0.159
H: 3.60 1.60 -0.60  0.128
H: 1.57 0.13 0.94  0.113
H: -0.61 0.41 -0.37  0.019
H: -0.70 -0.93 0.81  -0.004
H: -4.27 0.40 0.21  0.103
H: 4.02 -1.05 -0.04  0.156
H: -3.24 1.04 -1.01  0.075

Formula: C26H72N6O8
Source: OMol25
Level of theory: ωB97M-V/def2-TZVPD

Properties
HOMO = -8.40 eV
molecular weight = 596.896 g/mol
frontier orbital gap = 0.33106 Eh
energy above the lowest of the compared OMol25 structures with the same formula, charge and spin = 60.2 kJ/mol
net charge = 0

Last column: Löwdin charge in e.
Element x y z (Å)
C: 9.94 8.32 18.00  -0.060
C: 10.17 8.48 16.50  -0.416
C: 8.82 8.56 15.79  -0.215
O: 8.13 9.72 16.09  -0.228
C: 6.94 9.77 15.47  -0.159
N: 11.10 9.58 16.26  0.071
H: 10.88 8.44 18.54  0.081
H: 9.53 7.35 18.25  0.066
H: 9.17 9.02 18.37  0.060
H: 10.64 7.57 16.11  0.132
H: 8.13 7.71 16.10  0.144
H: 9.01 8.54 14.68  0.131
H: 6.41 10.76 15.58  0.109
H: 6.26 9.04 15.83  0.076
H: 7.06 9.71 14.37  0.097
H: 10.80 10.41 16.77  0.040
H: 11.14 9.84 15.28  0.039
C: 13.42 8.64 11.28  -0.047
C: 12.06 8.77 10.61  -0.446
C: 11.28 7.62 11.10  -0.190
O: 9.98 7.89 10.48  -0.204
C: 9.09 6.85 10.76  -0.139
N: 11.46 10.02 11.02  0.060
H: 14.08 9.47 10.99  0.072
H: 13.90 7.69 10.97  0.086
H: 13.31 8.63 12.38  0.089
H: 12.02 8.74 9.52  0.152
H: 11.15 7.68 12.20  0.144
H: 11.75 6.68 10.79  0.135
H: 8.16 7.02 10.18  0.094
H: 8.73 6.75 11.82  0.097
H: 9.59 5.92 10.48  0.080
H: 11.88 10.81 10.53  0.055
H: 10.49 9.99 10.73  0.087
C: 8.35 13.29 18.23  -0.040
C: 8.92 11.85 18.43  -0.408
C: 10.39 12.07 18.70  -0.290
O: 10.62 12.67 19.88  -0.166
C: 12.00 12.83 20.16  -0.069
N: 8.28 11.18 19.55  0.059
H: 7.27 13.23 18.04  0.073
H: 8.93 13.85 17.45  0.063
H: 8.48 13.82 19.17  0.072
H: 8.82 11.26 17.55  0.092
H: 10.76 12.72 17.85  0.122
H: 10.90 11.11 18.70  0.110
H: 12.38 13.67 19.56  0.086
H: 12.53 11.91 19.99  0.080
H: 12.07 13.02 21.22  0.088
H: 7.30 10.99 19.34  0.080
H: 8.50 11.49 20.47  0.066
C: 11.14 15.78 16.92  -0.059
C: 12.45 15.77 16.13  -0.399
C: 13.25 14.53 16.50  -0.189
O: 12.59 13.34 16.06  -0.244
C: 13.37 12.20 16.37  -0.096
N: 12.16 15.79 14.68  0.031
H: 10.77 14.72 16.91  0.050
H: 10.30 16.27 16.47  0.065
H: 11.09 16.03 17.94  0.059
H: 13.03 16.67 16.28  0.130
H: 13.42 14.50 17.60  0.130
H: 14.16 14.60 15.91  0.122
H: 13.21 11.90 17.44  0.092
H: 14.43 12.37 16.16  0.084
H: 12.94 11.43 15.70  0.080
H: 11.55 16.56 14.39  0.072
H: 11.64 14.93 14.40  0.063
C: 11.99 13.91 10.38  -0.064
C: 13.31 13.23 10.46  -0.431
C: 13.51 12.67 11.85  -0.202
O: 14.75 12.02 11.79  -0.182
C: 15.13 11.56 13.01  -0.144
N: 13.27 12.12 9.49  0.044
H: 11.87 14.16 9.31  0.075
H: 11.90 14.80 10.98  0.088
H: 11.18 13.19 10.62  0.078
H: 14.07 13.97 10.18  0.147
H: 12.72 11.98 12.17  0.107
H: 13.55 13.51 12.52  0.127
H: 16.05 10.96 12.92  0.102
H: 14.38 10.88 13.45  0.087
H: 15.30 12.39 13.68  0.079
H: 14.17 11.69 9.31  0.085
H: 12.85 12.44 8.62  0.071
C: 7.25 12.63 10.48  -0.057
C: 6.69 13.33 9.21  -0.446
C: 7.79 13.63 8.19  -0.200
O: 8.68 14.61 8.75  -0.196
C: 9.51 15.17 7.80  -0.153
N: 5.59 12.59 8.63  0.031
H: 6.48 12.49 11.23  0.072
H: 8.03 13.21 10.99  0.068
H: 7.65 11.64 10.19  0.081
H: 6.30 14.32 9.52  0.147
H: 7.36 14.12 7.29  0.125
H: 8.36 12.74 7.89  0.130
H: 10.16 15.84 8.34  0.076
H: 9.02 15.82 7.06  0.092
H: 10.15 14.44 7.29  0.086
H: 5.88 11.64 8.40  0.071
H: 5.20 13.06 7.83  0.070
C: 9.72 11.60 13.20  -0.243
C: 9.17 12.41 14.38  -0.203
O: 10.05 13.45 14.81  -0.082
O: 10.90 10.88 13.53  -0.147
H: 9.98 12.36 12.42  0.101
H: 8.90 10.98 12.82  0.106
H: 9.01 11.67 15.22  0.109
H: 8.24 12.93 14.15  0.118
H: 10.79 13.05 15.25  0.031
H: 11.22 10.38 12.70  0.047